Entry 1:
Entry from the Open Molecules 2025 dataset: C32H47Cl3N8O8RhS2 as an isolated structure (ωB97M-V with the def2-TZVPD basis set).

```
101
Properties=species:S:1:pos:R:3:forces:R:3
Rh 0.8430 -0.4395 0.6100 -0.9 0.4 -0.8
Cl 2.8963 -5.5852 1.4730 -0.2 0.3 -0.2
Cl 0.4035 -5.6595 -0.0690 0.1 0.0 -0.1
Cl 0.2686 -4.2443 2.8732 -0.1 0.0 0.4
S -0.0487 -0.0736 3.5780 -0.5 0.3 0.1
S 1.1565 -1.4468 -6.0539 0.9 0.6 0.3
O -1.8885 0.5422 -5.1061 0.0 -0.1 -0.2
O -0.4988 -1.0367 4.5342 0.4 0.1 0.3
O 0.7290 -2.0985 -4.8419 0.2 -0.4 0.2
O 0.1564 -1.1458 -7.0299 -0.1 0.1 -0.6
O -2.9390 -0.5338 -3.5577 0.0 -0.1 -0.1
O 3.4747 -0.0099 1.4312 0.0 -0.2 -1.2
O 4.1371 0.3788 3.5589 0.3 0.1 0.9
O -1.0929 0.3780 2.6478 0.5 -0.1 0.1
N -1.9325 -0.0538 -4.0502 -0.6 0.2 -0.1
N 0.4960 0.3229 -3.5189 -0.4 0.0 0.5
N -0.9794 -2.1083 1.2577 -0.5 0.1 -0.1
N -1.7119 -2.8055 0.3257 0.8 0.0 -0.2
N 1.7194 -2.2809 0.1980 0.4 -1.3 0.2
N 0.4696 -0.3928 -1.4336 0.0 -0.1 -0.3
N -2.7116 2.5700 0.7625 -0.1 0.3 -0.2
N 1.1135 -0.6764 2.5947 -0.5 0.5 0.6
C -2.1155 3.0476 2.0249 0.5 0.3 0.9
C 1.9385 0.1418 -5.5346 -0.4 -0.9 -0.2
C -3.5948 -2.8875 1.9411 0.2 -0.2 -0.2
C 1.9431 2.2863 0.2270 0.1 0.1 0.0
C 1.5731 -4.7338 0.7856 0.3 -1.5 0.1
C 2.1339 4.9239 6.1893 0.1 0.0 0.1
C 0.9155 4.2318 -0.7308 0.0 0.2 -0.1
C 2.6637 0.4109 -2.2431 0.1 0.0 0.0
C 1.1755 2.3456 3.5983 0.1 0.1 -0.1
C 1.7019 -3.4221 0.4398 0.2 1.5 -0.3
C 1.6766 3.4919 4.1823 -0.1 -0.1 0.0
C -3.9202 -2.0671 -0.4056 0.0 -0.4 0.1
C -0.7602 -0.5931 -1.9475 -0.4 0.1 -0.9
C 0.7246 1.6028 0.2729 0.3 -0.2 0.3
C -3.1545 -3.0538 0.4849 -0.6 0.3 0.1
C -1.7828 1.6857 -0.0074 0.7 -0.4 -0.4
C 2.0209 -3.6228 -7.4348 -0.2 -0.1 0.0
C 2.5436 -2.3491 -6.8081 -0.6 0.3 0.3
C -0.3045 3.5863 -0.6840 0.0 -0.2 0.0
C 3.5332 -0.0680 2.6334 0.1 0.2 0.0
C 0.6324 1.3571 4.3945 -0.1 -0.6 -0.3
C 0.9394 0.9646 -4.7397 0.2 0.3 -0.6
C 1.2236 0.1251 -2.4003 0.0 0.1 0.0
C 2.0392 3.5872 -0.2393 -0.1 0.0 0.0
C 0.6261 1.4724 5.7708 -0.1 -0.2 0.1
C -3.4086 -4.4912 0.0346 0.1 0.2 0.1
C 1.6369 3.6601 5.5630 -0.1 -0.1 0.0
C 1.1265 2.6273 6.3474 0.0 0.0 -0.1
C -0.7734 -0.1406 -3.2474 0.6 -0.3 1.5
C 2.2503 -1.1381 3.2024 -0.2 -0.2 0.6
C -0.4137 2.2984 -0.1556 0.0 -0.1 0.0
C -3.9746 1.8639 1.0251 -0.8 -0.3 0.1
H 2.6265 -2.0868 2.8240 0.1 0.0 -0.1
H 0.2274 0.6631 6.3619 -0.1 0.0 0.2
H 2.9968 4.0866 -0.2331 0.1 0.1 0.0
H -2.8670 3.5616 2.6200 -0.1 0.0 -0.1
H 2.9752 -1.6785 -7.5469 0.1 0.1 0.0
H 2.9074 1.4423 -2.4913 0.0 0.1 0.0
H -2.9439 -5.1850 0.7312 0.1 -0.1 0.1
H -4.4143 1.5058 0.0948 0.1 0.0 0.0
H -1.5663 -1.4995 1.8297 0.0 0.0 -0.3
H 1.2040 2.2006 2.5319 0.0 0.1 -0.1
H 2.8272 -0.1117 -4.9665 0.1 0.0 0.0
H 2.1670 5.7351 5.4656 0.0 0.0 0.0
H -4.6855 2.5251 1.5189 0.1 0.1 0.0
H 0.9897 5.2259 -1.1443 0.0 0.1 0.0
H -1.1991 -3.6267 0.0234 0.0 0.0 0.2
H 1.2837 -3.3812 -8.1978 0.0 -0.1 -0.1
H -3.0038 -4.6624 -0.9595 0.0 0.0 -0.2
H -3.6821 -2.2112 -1.4553 0.1 0.0 -0.2
H 2.0942 4.2658 3.5574 0.1 0.1 -0.1
H -1.1818 4.0920 -1.0712 -0.1 0.1 0.0
H -3.6800 -1.0417 -0.1354 0.1 0.2 0.1
H 2.2200 -1.0860 4.2897 0.2 -0.1 0.0
H -4.9889 -2.2105 -0.2789 -0.2 0.0 0.0
H -4.6179 -3.2348 2.0485 -0.1 0.0 0.0
H 3.2479 -2.5471 -6.0051 0.1 0.1 0.1
H 2.8354 -4.1843 -7.8887 0.0 0.0 0.0
H 1.4977 5.2164 7.0217 0.0 0.1 0.0
H -3.5652 -1.8500 2.2666 0.0 0.2 0.1
H -4.4754 -4.6951 0.0048 -0.1 0.0 0.0
H -1.6765 0.7488 0.5473 -0.3 0.2 -0.1
H -2.2512 1.4969 -0.9766 -0.1 0.0 0.1
H -1.5507 -1.0735 -1.4010 -0.1 0.0 0.1
H 2.8453 1.8034 0.5767 0.0 -0.1 0.0
H 2.9399 0.2023 -1.2105 0.1 0.1 -0.1
H -1.7325 2.1815 2.5705 -0.2 0.2 -0.2
H -0.4459 -2.7499 1.9108 0.2 0.0 -0.2
H 1.1149 2.7335 7.4211 0.0 0.0 0.1
H 3.1424 4.7812 6.5763 0.1 0.0 0.0
H 3.2514 -0.2456 -2.8809 0.1 -0.1 0.0
H -1.2897 3.7244 1.8213 -0.1 0.0 -0.1
H -3.7694 1.0189 1.6808 0.1 0.0 0.0
H 0.0577 1.1261 -5.3686 0.3 0.1 0.3
H -2.9624 -3.4756 2.6007 0.1 -0.1 0.1
H 1.3757 1.9330 -4.4679 -0.1 -0.2 -0.1
H 2.2058 0.6737 -6.4419 0.1 0.1 -0.1
H 1.5495 -4.2427 -6.6750 0.0 -0.1 0.0
H -2.9093 3.3913 0.1800 0.0 -0.2 0.1
```
Positions in Å, forces in eV/Å.

The calculated total energy is -124479.5435 eV. For the largest force on an atom, the calculation gives 1.67 eV/A. The calculation puts the highest occupied orbital energy (alpha / beta) at -9.902 / -10.500 eV. Its total charge is +1. For the HOMO-LUMO gap (alpha / beta), the calculation gives 6.904 / 6.096 eV. The energy relative to the best compared isomer or geometry (same formula, charge and spin) comes out at 189.3 kJ/mol. As for the spin multiplicity: 5.


Entry 2:
Entry from the Open Molecules 2025 dataset: C32H48AsCa2F9NO26 as an isolated structure (ωB97M-V with the def2-TZVPD basis set).

```
119
Properties=species:S:1:pos:R:3:forces:R:3
As -10.4952 -34.9830 11.6444 -0.9 -2.0 1.3
Ca -7.6879 -38.7421 8.2672 1.2 0.7 0.9
Ca -6.0589 -32.7454 9.7309 -1.2 -1.2 -0.6
F -5.5095 -38.8930 12.6009 -0.5 0.0 -0.3
F -3.4588 -39.5684 12.4968 -0.2 -0.9 -0.6
F -3.8171 -37.6018 13.0192 -0.7 1.0 -0.4
F -11.4016 -33.6393 12.3510 1.2 -1.0 -0.7
F -11.6064 -34.9784 10.2483 1.4 -0.2 1.3
F -9.5551 -36.4467 10.9275 -0.9 1.6 0.3
F -11.5042 -36.1552 12.5856 1.3 1.4 -1.4
F -9.2635 -34.9824 12.9686 -1.2 0.2 -1.3
F -9.3792 -33.9015 10.7654 0.1 0.0 -0.1
O -2.2166 -47.3399 12.0121 -3.8 -1.0 -2.2
O 1.4978 -38.4215 7.0833 2.6 -1.1 1.2
O -7.8464 -37.1284 19.6037 0.4 3.4 -0.5
O 2.3959 -36.4496 6.6040 0.9 -0.6 1.2
O -0.5060 -47.0630 13.1997 0.9 1.9 2.4
O -3.6589 -41.6813 3.6942 1.2 -0.9 0.0
O 1.9966 -42.8199 11.8012 -0.6 1.0 1.8
O -4.4693 -39.4268 9.9623 0.1 -0.9 0.1
O -9.6256 -43.8887 11.6160 -0.9 -0.6 -3.2
O -7.7818 -33.5378 6.4347 -0.9 7.0 4.7
O -7.7904 -35.5238 6.2245 -0.4 -4.1 -0.8
O -4.9474 -37.1938 10.0251 0.7 -1.6 1.8
O -8.1787 -42.7883 6.1818 -0.9 -3.2 -2.1
O 1.4577 -40.8291 12.5935 -0.8 0.6 -0.8
O -7.8807 -34.7972 19.6516 -0.1 -1.7 3.1
O -7.2581 -34.1897 4.5677 -0.2 -1.1 -2.4
O -8.2341 -43.1427 13.0940 -0.3 1.3 -0.4
O -8.6875 -36.0451 21.4724 2.1 0.4 -3.8
O -2.9290 -39.6938 2.9752 -0.7 1.4 1.9
O -8.8746 -41.7598 11.4376 -0.2 -3.1 0.8
O -2.5060 -46.3198 13.9802 1.0 -0.7 -1.5
O 2.8695 -42.0466 13.7148 1.1 -2.0 -0.7
O 3.7575 -38.1277 7.4326 -5.4 2.2 -0.5
O -4.4176 -39.9636 4.6498 -4.6 4.3 5.4
O -9.4865 -43.9388 4.6206 0.9 2.1 0.2
O -8.3311 -45.0656 6.0778 0.4 -0.5 0.2
N -7.6700 -34.4274 5.6723 2.2 -2.2 -0.2
C -3.7511 -40.4013 3.8630 4.1 -0.4 -4.5
C -4.1446 -38.1908 10.6631 -2.1 0.7 -2.5
C 0.0268 -47.6401 12.0755 -0.1 -2.3 -1.2
C -4.3048 -38.5613 12.1883 1.4 0.8 0.2
C -2.6846 -41.8827 2.7404 1.3 -1.8 -4.1
C -7.4081 -35.0768 18.3826 -0.1 1.0 -2.0
C 1.0949 -36.4003 6.1128 -1.8 1.7 -0.4
C 2.4988 -41.1290 14.6620 1.0 0.5 3.2
C -1.8361 -46.8503 13.1176 0.7 1.5 3.7
C -8.1547 -36.0035 20.3600 -1.7 -0.1 2.1
C -8.5597 -43.8486 5.6401 -1.3 2.6 1.0
C -9.4133 -45.6275 2.8360 0.2 0.3 1.0
C -9.8292 -45.2724 4.2755 0.0 0.4 -1.0
C -8.3334 -44.5375 13.3081 3.0 0.6 2.7
C -3.9072 -41.8813 9.8586 -0.1 2.4 -0.5
C 2.5971 -37.6764 7.1608 6.5 -2.1 -0.5
C -1.3429 -47.6637 9.8138 0.6 -0.8 1.4
C 1.7703 -40.1871 13.7698 -2.3 3.9 1.8
C -9.0848 -46.0248 5.2908 1.7 -2.1 1.9
C -1.2604 -48.0894 11.3628 1.5 0.4 -3.6
C 3.6888 -40.5170 15.4817 0.3 -0.3 -1.2
C 2.0101 -41.9820 12.6922 2.7 -4.1 -4.3
C 0.4542 -37.6178 6.7488 -2.4 -0.5 -0.8
C -3.4099 -40.3820 9.6823 0.0 -1.0 1.2
C 1.0577 -36.2625 4.6109 -0.5 -0.9 -0.8
C -7.3133 -36.5601 18.3184 0.0 -3.4 0.2
C -9.5131 -44.8920 12.5543 -1.9 -1.7 1.1
C -6.1057 -34.3225 17.9304 -0.4 -0.8 0.7
C -8.3282 -44.7369 14.8199 -0.2 -0.9 0.0
C -3.2858 -42.9001 1.8101 -0.2 -1.0 -0.6
C -8.9068 -42.8884 11.9750 1.2 5.9 -0.4
C -2.3538 -40.5258 2.0090 -1.7 -1.1 0.5
H -9.6737 -46.6328 5.9776 -0.3 0.4 0.1
H -2.4834 -43.3816 1.2511 -0.3 -0.2 -0.3
H -3.0768 -42.4970 10.2042 0.0 -0.2 -0.7
H -5.9914 -34.3305 16.8465 -0.2 -0.2 0.0
H -3.0864 -38.0264 10.4598 0.3 0.3 0.4
H 0.6971 -47.0881 11.4167 -0.1 0.8 0.5
H 0.5484 -48.5407 12.3995 0.3 0.1 0.0
H -9.4428 -45.9103 12.1720 -0.4 0.3 -0.4
H -7.8968 -37.0273 17.5251 -0.4 0.4 0.1
H -6.3490 -37.0427 18.1593 0.5 0.6 0.4
H -0.8079 -48.3794 9.1896 0.1 -0.1 0.1
H -0.1240 -37.4991 7.6651 -0.3 0.8 -0.1
H -9.6767 -46.6760 2.6968 -0.5 0.2 -0.6
H 2.3168 -39.2546 13.6285 0.5 -0.2 -0.5
H -2.3618 -47.6189 9.4290 0.0 0.0 0.4
H -4.0822 -42.5569 1.1498 0.4 0.8 -0.3
H -5.9993 -33.2849 18.2467 -0.5 -0.1 0.2
H 4.3712 -41.2619 15.8911 -0.4 -0.5 -0.2
H 0.7735 -39.8307 14.0297 0.1 0.1 1.3
H -4.5876 -41.8340 10.7088 -0.3 -0.2 -0.2
H -8.2602 -34.8253 17.7511 0.3 0.5 -0.5
H -7.4911 -44.2374 15.3076 -0.1 0.2 -0.3
H -10.9004 -45.3799 4.4461 0.0 0.1 -0.3
H -1.7097 -42.2622 3.0461 -0.3 -0.1 1.2
H -3.8792 -43.6427 2.3436 0.7 -0.4 0.5
H -1.3272 -49.1718 11.4723 -0.9 0.1 0.2
H -0.8533 -46.6963 9.7015 -0.2 0.1 0.0
H -7.3742 -44.8431 12.8900 -0.1 -1.1 -0.1
H 0.5856 -35.4914 6.4331 0.3 0.1 0.8
H 1.0949 -37.2522 4.1556 0.6 0.0 -0.3
H -4.3879 -42.1205 8.9100 -0.1 -0.9 0.4
H -2.6175 -40.4278 10.4293 0.1 1.2 0.1
H 3.4016 -39.9298 16.3540 -0.5 0.2 -0.4
H 4.3223 -39.9449 14.8040 -0.1 0.4 0.1
H -2.9825 -40.1067 8.7181 0.0 -0.4 -0.1
H -9.2619 -44.4240 15.2874 0.0 0.3 -0.2
H -10.4032 -44.7207 13.1597 -0.1 -0.8 0.4
H -0.1147 -38.2548 6.0715 -0.5 0.6 -0.3
H -9.8068 -44.8915 2.1348 -0.4 -0.5 -0.1
H -8.2218 -45.7936 15.0653 0.0 -0.1 -0.1
H -2.9194 -40.3272 1.0986 -0.1 -0.6 -0.3
H -8.3292 -45.6073 2.7246 0.1 0.2 0.3
H -1.3103 -40.3303 1.7619 0.1 0.0 0.7
H 1.7991 -35.5769 4.2004 0.3 -0.3 0.3
H -5.2701 -34.8778 18.3564 0.2 0.1 0.0
H 1.9962 -41.7171 15.4299 -1.1 0.4 -0.1
H -8.3392 -46.7287 4.9214 0.0 0.1 -0.4
H 0.1070 -35.8645 4.2563 -0.2 0.1 0.4
```
Positions in Å, forces in eV/Å.

The calculated total energy is -210843.4315 eV. For the largest force on an atom, the calculation gives 8.50 eV/A. The calculation puts the highest occupied orbital energy at -10.728 eV. Its total charge is +1. For the HOMO-LUMO gap, the calculation gives 3.416 eV. The energy relative to the best compared isomer or geometry (same formula, charge and spin) comes out at 1380.6 kJ/mol.


Entry 3:
Entry from the Open Molecules 2025 dataset: C32H48AsCl2N3O3SbTi as an isolated structure (ωB97M-V with the def2-TZVPD basis set).

```
91
Properties=species:S:1:pos:R:3:forces:R:3
Sb 2.3463 -0.3826 1.4429 0.2 -0.2 0.0
As -3.5322 0.9600 1.4066 -0.1 0.6 1.3
Ti -2.1436 -0.2805 -1.3362 -0.8 0.3 1.1
Cl -1.6979 -1.4959 0.5597 -0.1 -0.5 -0.2
Cl -0.6101 1.4728 -0.0797 -0.1 0.0 0.1
O -0.1254 3.6297 -6.5811 0.2 0.0 0.0
O -2.3807 3.6893 -6.8497 -0.2 0.0 0.0
O -3.2935 0.7968 -0.7015 0.4 -0.8 -0.3
N -0.1451 -0.9800 -2.1401 0.2 0.5 -0.4
N -3.6679 -0.9470 -2.6790 -0.2 0.3 -0.2
N -1.7818 0.7143 -3.0225 0.1 -0.4 -0.9
C -5.8188 -1.8902 -3.0405 0.1 0.2 -0.1
C -4.5517 -1.9230 -2.4793 -0.3 -0.1 0.0
C 1.2095 -2.4444 3.3970 0.0 0.1 0.1
C -4.8104 -0.4965 1.1524 0.2 0.0 -0.3
C 1.6974 -0.2042 -3.4752 -0.3 0.0 0.2
C 3.6941 -2.6109 3.2910 0.1 0.0 0.0
C 5.4762 0.1908 1.6767 0.0 0.1 0.1
C 4.3161 1.0188 -0.3691 0.0 0.0 0.0
C 0.4178 -0.0545 -2.9609 0.3 -0.2 0.0
C 0.5194 -2.1048 -1.8894 0.3 0.1 0.3
C -2.7511 1.9045 -4.8098 0.0 -0.2 0.3
C 2.1544 1.1179 3.0678 0.0 -0.2 -0.1
C -4.7472 2.4545 1.5332 0.0 0.0 -0.1
C 2.2213 2.4884 2.3971 0.0 0.0 0.0
C 2.4310 -2.3452 2.4858 0.0 0.2 -0.1
C -1.8810 2.0520 1.0289 0.1 0.1 -0.3
C -1.3054 3.3648 -6.3388 0.0 0.0 0.1
C 2.3817 -1.3774 -3.1982 -0.1 -0.2 0.2
C -4.0042 0.1189 -3.4531 -0.2 0.0 -0.2
C -1.4782 2.3914 -5.1245 0.0 -0.1 -0.1
C 1.7759 -2.3555 -2.4190 0.0 0.2 -0.1
C -6.1836 -0.7804 -3.7972 0.0 -0.2 0.2
C -2.8722 1.0289 -3.7473 0.2 0.4 -0.3
C 0.7554 0.9326 3.6636 0.0 0.0 0.0
C -3.1350 0.6254 3.3039 -0.1 0.0 -0.2
C 4.7800 -1.3966 -0.1022 0.0 -0.1 0.1
C -0.5365 0.9565 -3.4632 -0.2 0.5 -0.3
C -5.2685 0.2374 -4.0099 0.3 -0.1 0.1
C 3.1808 1.0560 4.1898 0.1 -0.1 0.0
C 2.2862 -3.4009 1.3890 0.0 0.0 0.0
C -0.3528 1.8686 -4.4899 -0.1 -0.2 0.3
C 4.4024 -0.1218 0.6454 -0.2 0.0 0.1
H 3.1395 -3.4306 0.7129 0.0 0.0 0.0
H 5.4925 -0.5227 2.4994 0.0 0.0 0.0
H 0.0056 0.6836 2.9059 0.0 0.0 0.0
H 0.4440 1.8584 4.1582 0.0 0.1 0.1
H 0.6083 2.1654 -4.8885 0.1 0.0 0.0
H 1.4299 2.6288 1.6576 0.0 0.0 -0.1
H 3.9982 -1.7203 -0.7895 -0.1 0.0 -0.1
H 1.3455 -1.8761 4.3168 0.0 0.0 0.0
H 5.3524 1.1902 2.0937 0.0 0.0 0.0
H 3.1756 2.6602 1.8997 0.0 0.0 0.0
H -7.1736 -0.7118 -4.2254 0.0 0.0 0.0
H 4.1725 1.3613 3.8610 0.0 0.0 0.0
H -1.3788 2.2880 1.9640 -0.1 0.0 0.0
H -6.4978 -2.7134 -2.8785 0.0 0.0 0.0
H -5.0488 2.7717 0.5352 0.0 0.0 0.0
H -5.3988 -0.5054 2.0713 0.1 0.0 0.0
H 5.0001 -2.2203 0.5759 0.0 0.0 0.0
H 2.1099 3.2698 3.1548 0.0 0.0 0.0
H 1.0543 -3.4879 3.6840 0.0 -0.1 0.0
H 4.5825 -2.6415 2.6613 0.0 0.0 0.0
H -4.0800 0.6035 3.8479 0.0 0.0 0.0
H 0.0354 -2.8121 -1.2263 0.0 0.0 0.0
H 3.3711 -1.5327 -3.6045 0.0 0.0 0.0
H -4.2687 3.2877 2.0466 0.0 0.0 0.0
H 0.7309 0.1451 4.4147 0.0 0.0 0.0
H -4.3228 -1.4573 1.0115 0.0 0.1 0.0
H 1.3850 -3.2310 0.7967 -0.1 0.0 0.0
H -2.5089 1.4126 3.7180 0.0 0.0 0.0
H 6.4604 0.1657 1.1997 0.1 0.0 0.0
H 2.1960 -4.3898 1.8470 0.0 -0.1 0.0
H 3.6184 -3.5837 3.7860 0.0 -0.1 0.0
H 2.2662 -3.2946 -2.2080 0.0 0.0 0.0
H -2.2771 2.9452 0.5480 0.0 0.0 0.2
H -5.6256 2.1376 2.0973 0.1 0.0 0.0
H 2.1252 0.5575 -4.1091 0.0 0.0 0.0
H -5.5199 1.1029 -4.6039 0.0 0.0 0.0
H -2.6353 -0.3349 3.4241 0.0 0.0 -0.1
H 3.2583 0.0610 4.6276 0.0 0.0 0.0
H 3.5746 0.8117 -1.1449 0.0 0.0 0.0
H 4.0590 1.9736 0.0889 0.0 0.0 0.0
H 5.2841 1.1468 -0.8617 0.1 0.0 0.0
H -5.4392 -0.2522 0.2975 0.1 0.0 0.0
H 2.8824 1.7377 4.9925 0.0 0.1 0.0
H 3.8574 -1.8660 4.0692 0.0 0.0 0.0
H 5.6838 -1.2142 -0.6905 0.1 0.0 0.0
H -4.2298 -2.7499 -1.8536 0.0 0.1 0.0
H -3.5594 2.2039 -5.4636 -0.1 0.0 0.0
H 0.2944 -2.1000 2.9098 0.0 0.0 0.0
```
Positions in Å, forces in eV/Å.

The calculated total energy is -160107.7701 eV. For the largest force on an atom, the calculation gives 1.42 eV/A. The calculation puts the highest occupied orbital energy at -10.167 eV. Its total charge is +1. For the HOMO-LUMO gap, the calculation gives 5.488 eV. The energy relative to the best compared isomer or geometry (same formula, charge and spin) comes out at 270.3 kJ/mol.